Here is a 2-piece molecular cluster, C5H10ClN2 overall in a non-equilibrium geometry from the OMol25 dataset. Energies are from wB97M-V/def2-TZVPD.

```
18
Properties=species:S:1:pos:R:3:mulliken_charge:R:1
Cl 2.603 0.128 -0.261 -0.26
N 0.447 -2.442 0.610 -0.01
N -0.018 -0.921 -0.854 0.22
C -0.435 1.204 0.305 -0.40
C -0.152 1.931 -1.067 -1.15
C 0.213 -0.200 0.328 -0.07
C 0.423 -1.204 1.416 -0.32
C 0.127 -2.161 -0.612 0.00
H -0.386 -1.504 2.186 0.32
H 0.982 2.049 -1.032 0.31
H -0.512 1.388 -1.917 0.38
H -0.101 -2.954 -1.349 0.40
H 1.306 -0.978 1.970 0.34
H -0.052 1.871 0.962 0.33
H -0.602 2.901 -1.069 0.37
H -1.550 0.933 0.532 0.31
H -0.213 -0.406 -1.708 0.10
H 0.709 -3.230 1.093 0.13
```

Properties
**Max |F|**: 5.11 eV/A
**Gap between HOMO and LUMO**: 8.278 eV
**E**: -765.9043 hartree
**HOMO**: -13.7 eV
**Total charge**: +1